Entry from OMol25: a 4-piece molecular cluster, C46H95BrNO12 overall at a distorted geometry (ωB97M-V/def2-TZVPD).

Geometry as XYZ:
```
155
Properties=species:S:1:pos:R:3
C 3.916 -5.820 8.224
C 3.807 -7.455 8.199
C 2.286 -8.051 8.063
C 1.213 -7.063 7.316
C 1.641 -6.574 5.812
C 2.520 -7.653 4.947
C 1.575 -8.806 4.189
C 0.799 -8.132 2.871
C 1.814 -7.769 1.633
C 1.999 -6.130 1.412
C 0.680 -5.595 0.539
C 1.051 -4.275 -0.409
C 2.214 -4.580 -1.525
C 2.527 -3.123 -2.282
C 3.373 -2.089 -1.281
C 4.991 -2.464 -1.312
C 5.738 -1.111 -1.952
C 5.903 0.000 -0.742
C 5.146 1.451 -1.087
C 3.854 1.665 -0.103
N 4.107 2.510 1.124
C 2.744 2.556 1.776
C 2.390 1.296 2.759
O 2.561 -0.002 2.500
O 1.861 1.618 4.126
C 0.405 1.389 4.165
C -0.204 0.577 5.461
O -0.315 1.879 3.142
C 4.334 3.929 0.561
C 5.929 4.385 0.773
C 6.725 3.075 1.441
C 5.350 2.282 1.967
Br 5.321 2.923 3.904
H 3.058 -5.285 8.815
H 3.935 -5.467 7.085
H 4.997 -5.532 8.640
H 4.556 -7.940 7.407
H 4.215 -7.830 9.257
H 1.865 -8.260 9.156
H 2.322 -9.076 7.494
H 1.051 -6.121 7.995
H 0.168 -7.635 7.269
H 2.151 -5.513 5.833
H 0.621 -6.421 5.211
H 3.006 -7.037 4.047
H 3.422 -8.136 5.519
H 2.365 -9.560 3.709
H 0.830 -9.337 4.918
H -0.018 -8.904 2.481
H 0.238 -7.122 3.157
H 1.418 -8.224 0.606
H 2.905 -8.220 1.806
H 1.980 -5.559 2.445
H 3.010 -5.861 0.888
H -0.173 -5.233 1.260
H 0.262 -6.433 -0.170
H 1.277 -3.378 0.311
H 0.055 -3.978 -0.995
H 3.244 -4.928 -1.069
H 1.874 -5.360 -2.331
H 3.149 -3.352 -3.261
H 1.499 -2.588 -2.557
H 3.004 -2.136 -0.163
H 3.235 -0.969 -1.630
H 5.215 -3.437 -1.946
H 5.417 -2.652 -0.221
H 5.044 -0.762 -2.832
H 6.775 -1.402 -2.450
H 5.532 -0.481 0.259
H 7.075 0.175 -0.605
H 4.737 1.310 -2.198
H 5.895 2.349 -1.134
H 3.031 2.232 -0.756
H 3.405 0.601 0.109
H 1.842 2.670 1.021
H 2.700 3.534 2.459
H -1.293 0.243 5.172
H 0.489 -0.331 5.769
H -0.291 1.274 6.413
H 3.787 4.824 1.080
H 4.106 4.118 -0.570
H 6.499 4.770 -0.202
H 6.110 5.200 1.614
H 7.505 3.341 2.300
H 7.362 2.450 0.653
H 5.430 1.123 2.138
C -0.380 -3.486 -5.012
O -1.442 -2.547 -5.100
C -1.237 -1.351 -4.353
C -1.506 -0.099 -5.201
O -0.609 0.141 -6.290
C -0.586 -0.823 -7.346
C -1.871 -0.966 -8.175
O -2.951 -1.483 -7.402
C -4.138 -0.706 -7.479
H -0.576 -4.193 -4.187
H -0.335 -4.049 -5.955
H 0.592 -3.002 -4.854
H -0.224 -1.300 -3.931
H -1.946 -1.367 -3.522
H -1.396 0.770 -4.539
H -2.536 -0.068 -5.546
H -0.245 -1.787 -6.972
H 0.202 -0.487 -8.030
H -1.689 -1.678 -8.985
H -2.119 -0.004 -8.628
H -3.930 0.361 -7.611
H -4.681 -0.828 -6.538
H -4.765 -1.073 -8.296
C -2.425 3.317 -2.501
O -2.733 3.780 -1.194
C -2.075 3.074 -0.147
C -1.402 4.032 0.848
O -0.306 4.805 0.351
C -0.584 5.747 -0.688
C -1.504 6.921 -0.324
O -2.830 6.490 -0.030
C -3.332 6.971 1.208
H -3.161 2.554 -2.809
H -2.488 4.168 -3.195
H -1.413 2.896 -2.566
H -1.330 2.365 -0.534
H -2.839 2.501 0.384
H -0.982 3.419 1.655
H -2.131 4.679 1.330
H -0.931 5.233 -1.584
H 0.388 6.174 -0.962
H -1.570 7.595 -1.183
H -1.066 7.482 0.505
H -2.543 7.093 1.959
H -4.047 6.237 1.590
H -3.853 7.919 1.051
C -6.578 3.550 -2.511
O -6.835 4.629 -1.624
C -5.814 5.621 -1.589
C -6.391 7.036 -1.746
O -6.987 7.348 -3.009
C -8.150 6.606 -3.387
C -9.403 6.805 -2.521
O -9.223 6.309 -1.198
C -9.553 7.246 -0.182
H -6.069 2.735 -1.968
H -7.540 3.174 -2.888
H -5.967 3.854 -3.371
H -5.048 5.449 -2.358
H -5.330 5.549 -0.612
H -5.556 7.740 -1.638
H -7.075 7.277 -0.936
H -7.907 5.551 -3.499
H -8.399 6.951 -4.397
H -10.229 6.240 -2.965
H -9.684 7.861 -2.526
H -9.352 8.279 -0.486
H -8.933 7.027 0.692
H -10.604 7.131 0.096
```

For the molecular weight, the calculation gives 934.17 u. The calculation puts the lowest unoccupied orbital energy at -3.42 eV. The total charge is +1.